(1)
The following is a quantum chemistry calculation of a molecular structure, C30H43CsGeN7O5 at a distorted geometry, from the Open Molecules 2025 dataset.

Summary:
energy	-109539.3200	eV
energy relative to the best compared isomer or geometry (same formula, charge and spin)	159.3	kJ/mol
max |F|	2.38	eV/Å
2S+1	2
gap between HOMO and LUMO (spin up / spin down)	5.03 / 3.82	eV
E_LUMO (spin up / spin down)	-1.17 / -2.38	eV
HOMO level (spin up / spin down)	-6.21 / -6.21	eV

Element x y z (Å)
Cs (-0.263, 0.056, -0.120)
C (0.239, 4.158, -1.218)
C (-0.901, 3.298, -1.775)
C (-1.370, 3.900, -3.108)
C (-2.079, 3.312, -0.789)
O (-0.396, 2.001, -1.937)
Ge (-0.881, 0.658, -3.202)
O (0.584, -0.455, -2.712)
C (1.848, -0.567, -3.304)
C (1.797, -0.337, -4.822)
C (2.341, -1.993, -3.035)
C (2.819, 0.443, -2.678)
O (-2.060, -0.199, -1.997)
C (-2.967, -1.254, -2.182)
C (-3.577, -1.230, -3.590)
C (-4.086, -1.062, -1.151)
C (-2.286, -2.610, -1.948)
H (-0.095, 5.184, -1.046)
H (1.067, 4.168, -1.929)
H (0.596, 3.738, -0.274)
H (-1.631, 4.954, -2.985)
H (-2.243, 3.359, -3.477)
H (-0.578, 3.815, -3.854)
H (-2.525, 4.308, -0.741)
H (-1.757, 3.024, 0.215)
H (-2.834, 2.598, -1.125)
H (1.029, -0.974, -5.263)
H (2.759, -0.574, -5.281)
H (1.541, 0.702, -5.040)
H (1.676, -2.707, -3.525)
H (2.336, -2.192, -1.962)
H (3.356, -2.133, -3.418)
H (2.383, 1.442, -2.738)
H (3.780, 0.436, -3.196)
H (2.990, 0.199, -1.625)
H (-3.981, -0.238, -3.799)
H (-4.378, -1.966, -3.682)
H (-2.810, -1.450, -4.336)
H (-4.599, -0.118, -1.341)
H (-3.659, -1.027, -0.146)
H (-4.809, -1.879, -1.203)
H (-1.405, -2.688, -2.589)
H (-2.975, -3.423, -2.188)
H (-1.975, -2.714, -0.905)
C (-1.764, -5.929, 8.742)
O (-1.073, -5.182, 7.758)
C (-1.008, -3.848, 7.909)
C (-1.527, -3.152, 8.997)
C (-1.396, -1.778, 9.071)
C (-0.785, -1.066, 8.040)
C (-0.249, -1.779, 6.949)
C (-0.354, -3.146, 6.889)
N (-0.634, 0.312, 8.183)
N (-0.428, 1.056, 7.202)
C (-0.749, 0.803, 5.919)
C (-1.887, 0.029, 5.553)
C (-2.195, -0.201, 4.256)
C (-1.363, 0.259, 3.159)
O (-1.616, -0.022, 1.993)
C (-0.190, 1.088, 3.535)
N (0.625, 1.480, 2.552)
C (1.684, 2.202, 2.850)
C (2.000, 2.597, 4.153)
C (1.183, 2.185, 5.176)
C (0.058, 1.398, 4.882)
H (-1.738, -6.961, 8.406)
H (-2.806, -5.612, 8.828)
H (-1.276, -5.856, 9.717)
H (-2.035, -3.677, 9.795)
H (-1.786, -1.235, 9.922)
H (0.249, -1.245, 6.149)
H (0.046, -3.699, 6.048)
H (-2.512, -0.367, 6.343)
H (-3.076, -0.772, 3.992)
H (2.323, 2.489, 2.020)
H (2.873, 3.207, 4.346)
H (1.373, 2.458, 6.206)
N (4.236, -0.434, 3.384)
C (3.410, -1.068, 4.248)
N (3.819, -1.205, 5.533)
N (2.259, -1.560, 3.908)
C (1.828, -1.532, 2.667)
N (1.380, -1.537, 1.597)
H (5.190, -0.233, 3.621)
H (4.000, -0.479, 2.406)
H (4.531, -0.603, 5.905)
H (3.131, -1.555, 6.177)

***

(2)
The following is a quantum chemistry calculation of a molecular structure, C30H43CsGeN7O5 at a distorted geometry, from the Open Molecules 2025 dataset.

Summary:
energy	-109535.6915	eV
energy relative to the best compared isomer or geometry (same formula, charge and spin)	509.4	kJ/mol
max |F|	1.65	eV/Å
2S+1	2
gap between HOMO and LUMO (spin up / spin down)	5.50 / 5.44	eV
E_LUMO (spin up / spin down)	-0.80 / -0.86	eV
HOMO level (spin up / spin down)	-6.30 / -6.30	eV

Element x y z (Å)
Cs (-1.891, -1.205, 0.059)
C (-2.371, -4.245, -3.889)
C (-1.599, -3.564, -2.756)
C (-0.664, -4.589, -2.107)
C (-0.779, -2.400, -3.314)
O (-2.457, -3.106, -1.738)
Ge (-4.200, -2.416, -1.987)
O (-3.591, -0.632, -1.949)
C (-4.388, 0.518, -2.139)
C (-4.999, 0.919, -0.797)
C (-5.485, 0.285, -3.181)
C (-3.449, 1.617, -2.638)
O (-4.503, -2.378, -0.154)
C (-5.083, -3.441, 0.587)
C (-3.974, -4.385, 1.056)
C (-5.763, -2.787, 1.790)
C (-6.130, -4.212, -0.216)
H (-1.684, -4.702, -4.605)
H (-2.999, -3.529, -4.422)
H (-3.018, -5.025, -3.482)
H (0.058, -4.985, -2.825)
H (-1.248, -5.417, -1.702)
H (-0.113, -4.122, -1.287)
H (-0.157, -2.774, -4.133)
H (-0.113, -1.954, -2.569)
H (-1.441, -1.620, -3.695)
H (-5.544, 0.078, -0.366)
H (-5.686, 1.764, -0.903)
H (-4.220, 1.214, -0.084)
H (-6.216, -0.442, -2.824)
H (-5.043, -0.103, -4.100)
H (-6.008, 1.217, -3.409)
H (-2.632, 1.755, -1.926)
H (-3.973, 2.569, -2.758)
H (-3.020, 1.328, -3.599)
H (-3.287, -3.849, 1.716)
H (-3.410, -4.745, 0.194)
H (-4.377, -5.238, 1.607)
H (-5.032, -2.205, 2.355)
H (-6.206, -3.533, 2.454)
H (-6.548, -2.111, 1.446)
H (-5.676, -4.761, -1.042)
H (-6.871, -3.527, -0.631)
H (-6.641, -4.928, 0.432)
C (5.643, 7.410, -0.422)
O (4.675, 6.881, 0.469)
C (4.958, 5.710, 1.078)
C (3.976, 5.214, 1.935)
C (4.144, 4.010, 2.587)
C (5.315, 3.276, 2.395)
C (6.322, 3.800, 1.594)
C (6.138, 4.993, 0.909)
N (5.616, 2.056, 3.069)
N (5.019, 0.992, 2.924)
C (3.918, 0.753, 1.968)
C (3.862, 0.218, -0.270)
C (2.654, 0.043, -0.998)
C (1.419, -0.086, -0.358)
O (0.280, 0.139, -0.716)
C (1.437, 0.201, 2.200)
N (0.237, 0.300, 2.751)
C (0.141, 0.960, 3.904)
C (1.238, 1.451, 4.590)
C (2.494, 1.333, 4.012)
C (2.607, 0.753, 2.758)
H (5.215, 8.326, -0.818)
H (5.840, 6.722, -1.248)
H (6.578, 7.641, 0.091)
H (3.075, 5.798, 2.072)
H (3.358, 3.654, 3.239)
H (7.254, 3.257, 1.494)
H (6.926, 5.361, 0.267)
H (4.734, 0.384, -0.894)
H (2.635, 0.302, -2.048)
H (-0.854, 1.053, 4.322)
H (1.110, 1.910, 5.560)
H (3.360, 1.702, 4.547)
N (5.706, -0.801, 0.984)
C (4.296, -0.508, 1.047)
N (3.806, 1.649, 0.760)
N (3.629, -1.770, 1.321)
C (2.390, -1.691, 1.242)
N (1.579, -0.600, 1.050)
H (6.298, -0.019, 1.233)
H (5.912, -1.571, 1.608)
H (4.569, 2.309, 0.639)
H (2.925, 2.150, 0.684)

***

(3)
The following is a quantum chemistry calculation of a molecular structure, C30H43DyF5OP2 at a distorted geometry, from the Open Molecules 2025 dataset.

Summary:
energy	-90095.3346	eV
energy relative to the best compared isomer or geometry (same formula, charge and spin)	0.0	kJ/mol
max |F|	2.14	eV/Å
charge	+1
2S+1	6
gap between HOMO and LUMO (spin up / spin down)	5.19 / 5.03	eV
E_LUMO (spin up / spin down)	-4.25 / -4.40	eV
HOMO level (spin up / spin down)	-9.43 / -9.43	eV

Element x y z (Å)
Dy (-0.926, 0.415, 2.615)
C (1.159, 0.542, 4.232)
C (2.132, 1.012, 3.304)
C (0.421, 2.544, 3.347)
C (0.173, 1.582, 4.374)
C (1.691, 2.242, 2.776)
C (1.338, -0.595, 5.168)
H (2.077, -1.312, 4.790)
H (0.405, -1.141, 5.333)
H (1.686, -0.245, 6.158)
C (-1.055, 1.544, 5.212)
H (-1.086, 0.677, 5.875)
H (-1.985, 1.543, 4.581)
H (-1.119, 2.439, 5.852)
C (-0.405, 3.750, 3.096)
H (-0.343, 4.452, 3.943)
H (-1.470, 3.517, 2.942)
H (-0.066, 4.274, 2.195)
C (2.508, 3.187, 1.984)
H (3.061, 3.874, 2.646)
H (1.895, 3.805, 1.319)
H (3.255, 2.679, 1.366)
C (3.501, 0.466, 3.197)
H (4.188, 0.970, 3.902)
H (3.913, 0.587, 2.188)
H (3.524, -0.603, 3.442)
C (-0.424, -1.921, 0.691)
C (0.657, -2.129, 1.464)
C (2.076, -2.157, 1.018)
C (2.474, -1.251, -0.184)
C (2.101, 0.182, -0.131)
C (0.887, 0.660, -0.432)
C (-0.211, -0.114, -1.124)
C (-0.434, -1.597, -0.777)
H (2.393, -3.178, 0.713)
H (2.096, -1.732, -1.093)
H (2.696, -1.903, 1.892)
H (0.223, -2.239, -1.386)
H (-1.416, -2.220, 1.075)
H (0.516, -2.434, 2.514)
H (-1.457, -1.843, -1.119)
H (-1.160, 0.418, -0.926)
H (0.658, 1.719, -0.249)
H (-0.089, -0.084, -2.227)
H (3.575, -1.304, -0.238)
H (2.885, 0.865, 0.198)
P (-0.754, -0.182, -5.189)
P (-0.452, 2.468, -6.632)
C (-0.782, -0.282, -7.077)
C (-1.139, 1.069, -7.691)
H (-1.525, -1.040, -7.365)
H (0.216, -0.612, -7.409)
H (-0.708, 1.172, -8.699)
H (-2.231, 1.211, -7.747)
C (-1.236, 3.817, -7.602)
H (-0.799, 4.766, -7.271)
H (-2.313, 3.828, -7.399)
H (-1.057, 3.672, -8.675)
C (1.184, 2.539, -7.488)
H (1.034, 2.528, -8.575)
H (1.818, 1.698, -7.189)
H (1.673, 3.474, -7.190)
C (-2.233, -1.249, -4.921)
H (-2.322, -1.488, -3.853)
H (-2.145, -2.170, -5.514)
H (-3.126, -0.691, -5.236)
C (0.599, -1.410, -4.932)
H (1.547, -0.957, -5.257)
H (0.405, -2.320, -5.517)
H (0.675, -1.654, -3.863)
F (-3.912, -5.193, 6.638)
C (-3.316, -4.213, 5.945)
C (-2.613, -3.210, 6.614)
F (-2.533, -3.216, 7.962)
C (-2.026, -2.199, 5.897)
F (-1.389, -1.210, 6.608)
C (-2.109, -2.145, 4.499)
O (-1.563, -1.157, 3.796)
C (-2.833, -3.159, 3.847)
F (-3.008, -3.103, 2.496)
C (-3.420, -4.182, 4.554)
F (-4.128, -5.138, 3.917)

***

(4)
The following is a quantum chemistry calculation of a molecular structure, C30H44BN8Re at a distorted geometry, from the Open Molecules 2025 dataset.

Summary:
energy	-46524.8437	eV
max |F|	3.11	eV/Å
charge	+3
2S+1	2
gap between HOMO and LUMO (spin up / spin down)	4.37 / 4.84	eV
E_LUMO (spin up / spin down)	-12.65 / -12.19	eV
HOMO level (spin up / spin down)	-17.03 / -17.03	eV

Element x y z (Å)
Re (0.002, -0.033, 0.079)
C (-1.986, 1.576, -4.718)
C (-1.982, 1.379, -3.262)
C (-2.979, 1.747, -2.354)
C (-2.537, 1.363, -1.099)
N (-1.321, 0.783, -1.245)
N (-0.992, 0.799, -2.563)
B (0.359, 0.220, -3.051)
N (1.449, 0.986, -2.283)
N (1.393, 1.065, -0.930)
C (2.325, 1.959, -0.514)
C (2.996, 2.424, -1.633)
C (2.420, 1.794, -2.743)
C (2.778, 1.976, -4.156)
C (2.560, 2.362, 0.913)
C (2.514, 3.895, 1.027)
C (1.485, 1.765, 1.824)
C (3.948, 1.869, 1.347)
N (0.391, -1.245, -2.585)
N (0.167, -1.540, -1.282)
C (0.049, -2.885, -1.161)
C (0.229, -3.441, -2.416)
C (0.441, -2.380, -3.304)
C (0.660, -2.459, -4.754)
C (-0.244, -3.613, 0.118)
C (-0.520, -2.614, 1.246)
C (-1.476, -4.512, -0.074)
C (0.961, -4.490, 0.485)
C (-3.284, 1.565, 0.185)
C (-4.639, 0.856, 0.073)
C (-2.522, 1.002, 1.386)
C (-3.502, 3.071, 0.382)
H (-2.914, 2.060, -5.018)
H (-1.890, 0.624, -5.240)
H (-1.144, 2.195, -5.028)
H (-3.902, 2.234, -2.596)
H (0.473, 0.322, -4.208)
H (3.788, 3.142, -1.653)
H (3.689, 2.563, -4.237)
H (1.985, 2.505, -4.686)
H (2.920, 1.025, -4.665)
H (1.547, 4.291, 0.731)
H (3.274, 4.352, 0.403)
H (2.709, 4.196, 2.052)
H (0.515, 2.223, 1.604)
H (1.713, 2.001, 2.861)
H (1.475, 0.655, 1.762)
H (4.721, 2.379, 0.784)
H (4.059, 0.799, 1.185)
H (4.107, 2.087, 2.400)
H (0.195, -4.479, -2.667)
H (0.791, -3.495, -5.055)
H (1.532, -1.887, -5.065)
H (-0.196, -2.053, -5.292)
H (-1.435, -2.046, 1.029)
H (0.368, -1.976, 1.437)
H (-0.707, -3.151, 2.174)
H (-2.363, -3.934, -0.319)
H (-1.672, -5.075, 0.834)
H (-1.308, -5.229, -0.870)
H (1.878, -3.908, 0.530)
H (1.094, -5.275, -0.251)
H (0.796, -4.965, 1.449)
H (-4.516, -0.198, -0.163)
H (-5.251, 1.305, -0.700)
H (-5.175, 0.940, 1.013)
H (-2.403, -0.084, 1.296)
H (-3.109, 1.178, 2.285)
H (-1.567, 1.524, 1.529)
H (-4.122, 3.479, -0.406)
H (-2.560, 3.611, 0.384)
H (-4.005, 3.247, 1.327)
N (1.076, -1.658, 8.821)
C (0.925, -1.453, 7.710)
C (0.731, -1.192, 6.322)
C (1.734, -1.513, 5.411)
C (1.496, -1.228, 4.074)
N (0.371, -0.678, 3.657)
C (-0.583, -0.378, 4.516)
C (-0.456, -0.615, 5.879)
H (2.665, -1.962, 5.717)
H (2.242, -1.453, 3.326)
H (-1.484, 0.065, 4.113)
H (-1.251, -0.359, 6.564)

***

(5)
The following is a quantum chemistry calculation of a molecular structure, C30H44Br48O3 at a distorted geometry, from the Open Molecules 2025 dataset.

Summary:
energy	-3399995.9022	eV
max |F|	4.49	eV/Å
gap between HOMO and LUMO	8.98	eV
E_LUMO	-0.53	eV
HOMO level	-9.51	eV

Element x y z (Å)
C (3.863, 1.057, 6.354)
C (3.458, 0.147, 5.087)
C (4.785, -0.117, 4.227)
C (4.658, 0.396, 2.682)
C (5.798, 1.430, 2.280)
C (5.501, 2.972, 2.607)
C (4.050, 3.300, 3.185)
C (2.875, 3.352, 2.048)
O (2.682, 4.751, 1.668)
C (1.735, 4.943, 0.624)
O (2.100, 5.622, -0.358)
O (0.424, 4.427, 0.779)
C (0.082, 3.798, -0.527)
C (-1.287, 2.990, -0.269)
C (-2.297, 3.149, -1.517)
C (-2.710, 1.754, -2.196)
C (-4.301, 1.562, -2.275)
H (3.368, 2.084, 6.370)
H (3.519, 0.475, 7.288)
H (4.982, 1.211, 6.484)
H (2.755, 0.801, 4.449)
H (2.873, -0.785, 5.353)
H (4.932, -1.261, 4.213)
H (5.737, 0.310, 4.683)
H (3.593, 0.714, 2.447)
H (4.841, -0.553, 2.050)
H (6.740, 1.111, 2.863)
H (6.036, 1.320, 1.177)
H (5.754, 3.602, 1.695)
H (6.256, 3.281, 3.422)
H (3.771, 2.660, 4.080)
H (4.095, 4.384, 3.578)
H (3.101, 2.670, 1.166)
H (1.883, 2.971, 2.498)
H (0.886, 3.043, -0.834)
H (-0.060, 4.620, -1.299)
H (-1.775, 3.477, 0.633)
H (-1.042, 1.879, -0.097)
H (-1.855, 3.825, -2.321)
H (-3.266, 3.641, -1.152)
H (-2.299, 1.633, -3.255)
H (-2.258, 0.906, -1.565)
H (-4.519, 0.589, -2.837)
H (-4.700, 2.421, -2.919)
H (-4.797, 1.543, -1.251)
C (-3.509, 2.930, 3.438)
Br (-1.815, 3.572, 2.743)
Br (-4.475, 4.324, 4.376)
Br (-4.650, 2.096, 2.094)
H (-3.257, 2.164, 4.169)
C (-6.752, -2.061, -6.379)
Br (-5.724, -3.115, -7.636)
Br (-7.772, -3.197, -5.180)
Br (-5.640, -0.812, -5.416)
H (-7.466, -1.472, -6.951)
C (-0.163, -2.027, 1.777)
Br (-1.369, -3.340, 2.530)
Br (-1.086, -0.776, 0.617)
Br (0.849, -1.120, 3.153)
H (0.551, -2.568, 1.157)
C (-7.510, 7.268, 5.211)
Br (-5.753, 7.694, 5.918)
Br (-7.982, 5.411, 5.508)
Br (-8.870, 8.474, 5.889)
H (-7.462, 7.415, 4.134)
C (-1.704, -4.645, -6.586)
Br (-2.996, -5.679, -5.576)
Br (-2.161, -4.562, -8.469)
Br (-1.445, -2.878, -5.830)
H (-0.751, -5.167, -6.513)
C (-4.591, -2.006, 1.533)
Br (-6.486, -2.017, 1.942)
Br (-4.255, -1.509, -0.311)
Br (-3.596, -0.912, 2.800)
H (-4.208, -3.012, 1.647)
C (2.991, -3.235, -3.918)
Br (3.671, -4.606, -5.107)
Br (1.723, -3.917, -2.623)
Br (4.436, -2.261, -3.070)
H (2.444, -2.522, -4.533)
C (-11.214, 1.408, -4.382)
Br (-10.709, 2.660, -5.773)
Br (-12.498, 2.176, -3.148)
Br (-11.839, -0.274, -5.119)
H (-10.314, 1.190, -3.808)
C (2.920, -4.866, 2.436)
Br (1.326, -5.320, 3.435)
Br (2.485, -4.719, 0.545)
Br (3.790, -3.280, 3.131)
H (3.628, -5.684, 2.543)
C (7.277, -5.801, 3.092)
Br (5.709, -6.276, 4.128)
Br (6.868, -5.641, 1.203)
Br (8.139, -4.207, 3.781)
H (7.988, -6.618, 3.196)
C (4.718, -8.720, -4.697)
Br (3.114, -7.972, -3.914)
Br (5.144, -7.807, -6.355)
Br (6.192, -8.704, -3.438)
H (4.523, -9.761, -4.947)
C (-3.333, -6.735, 2.863)
Br (-4.708, -8.012, 3.347)
Br (-3.957, -5.274, 1.769)
Br (-2.403, -5.996, 4.380)
H (-2.598, -7.271, 2.266)
C (3.494, -5.514, -9.018)
Br (4.504, -3.973, -9.617)
Br (1.576, -5.195, -8.980)
Br (3.859, -7.107, -10.055)
H (3.806, -5.717, -7.996)
C (-1.428, 7.029, 4.494)
Br (-2.722, 8.442, 4.791)
Br (0.083, 7.648, 3.443)
Br (-0.863, 6.206, 6.157)
H (-1.927, 6.257, 3.911)
C (7.034, -3.294, -13.231)
Br (6.589, -4.999, -12.422)
Br (5.524, -2.532, -14.179)
Br (7.771, -2.054, -11.935)
H (7.810, -3.484, -13.968)
C (-3.604, 10.004, 8.879)
Br (-4.900, 10.320, 10.285)
Br (-3.234, 8.112, 8.651)
Br (-4.130, 10.846, 7.211)
H (-2.674, 10.474, 9.192)

***

> The lowest energy belongs to which entry?

C30H44Br48O3